# 1
{
  "formula": "C5H8OS2",
  "method": "ωB97M-V/def2-TZVPD",
  "species": ["S", "S", "O", "C", "C", "C", "C", "C", "H", "H", "H", "H", "H", "H", "H", "H"],
  "positions_angstrom": [[-2.416341, -0.491654, -0.179564], [1.945972, -0.823528, 0.153555], [-0.070687, 1.630403, 0.247835], [-0.622642, -0.527391, -0.453701], [0.033892, 0.787862, -0.947062], [1.510757, 0.475375, -1.100772], [0.238385, -0.633931, 0.854944], [0.086405, 0.799812, 1.401470], [-0.429178, 1.288962, -1.805828], [0.894174, 1.214733, 1.980096], [-0.434484, -1.281402, -1.234823], [-0.020945, -1.465372, 1.525052], [-2.483708, 0.708614, 0.407360], [2.197279, 1.294526, -0.907174], [-0.804932, 0.801196, 2.001928], [1.692420, 0.028070, -2.062420]],
  "forces_ev_per_a": [[0.1, -0.1, -0.2], [-0.9, 0.2, 0.2], [-0.4, 0.1, -0.9], [0.5, 0.4, -0.2], [-0.1, 0.2, 2.0], [0.5, -0.7, -0.1], [0.5, -0.1, -1.0], [-0.2, -0.7, -0.6], [0.1, -0.1, 0.4], [0.5, -0.3, 0.3], [-0.1, -0.2, 0.7], [0.1, 0.5, -0.2], [0.1, 0.1, 0.0], [-0.4, 0.3, -0.3], [-0.7, 0.4, 0.4], [0.3, 0.0, -0.5]],
  "nbo_charge": [-0.02, 0.16, -0.54, -0.37, 0.06, -0.53, -0.35, -0.10, 0.23, 0.20, 0.25, 0.25, 0.13, 0.24, 0.17, 0.22],
  "orbital_gap_ev": 9.41,
  "relative_energy_kcal_mol": 14.0,
  "e_tot_ev": -29032.0727
}

=====

# 2
{
  "formula": "C5H8OS2",
  "method": "ωB97M-V/def2-TZVPD",
  "species": ["S", "S", "O", "C", "C", "C", "C", "C", "H", "H", "H", "H", "H", "H", "H", "H"],
  "positions_angstrom": [[-3.521296, 0.498529, -0.029578], [-1.127660, -0.773937, -1.217629], [-3.994584, 0.499526, -1.430564], [0.393689, -1.459814, -0.460108], [-2.045417, -0.136956, 0.123452], [1.366903, 0.565328, 0.813276], [1.453303, -0.377267, -0.301818], [0.950854, 1.774386, 0.570453], [1.748583, 0.224406, 1.715547], [1.528013, 0.170052, -1.190382], [0.107532, -1.874945, 0.550614], [0.780374, -2.354076, -1.067258], [0.990943, 2.490742, 1.366293], [0.673615, 2.074649, -0.466764], [-1.669950, -0.407851, 1.156909], [2.365098, -0.912775, -0.132443]],
  "forces_ev_per_a": [[-0.1, -0.1, 0.0], [-0.2, -0.2, -0.2], [0.2, 0.2, 0.1], [-0.5, -0.9, 1.1], [1.1, -1.3, 1.0], [-0.7, -0.3, -1.5], [0.3, -1.8, 0.4], [-0.2, 1.5, -0.5], [0.4, -0.3, 1.9], [0.2, 0.6, -1.5], [0.3, 0.3, -1.0], [-0.8, 1.5, 0.6], [-0.3, 0.6, 0.1], [0.1, -0.1, 1.1], [-0.6, 0.8, -1.2], [0.9, -0.4, -0.3]],
  "nbo_charge": [1.12, 0.33, -0.92, -0.52, -0.74, -0.19, -0.46, -0.37, 0.20, 0.21, 0.22, 0.25, 0.20, 0.20, 0.26, 0.21],
  "orbital_gap_ev": 8.61,
  "relative_energy_kcal_mol": 55.0,
  "e_tot_ev": -29030.2956
}

=====

# 3
{
  "formula": "C5H8P2",
  "method": "ωB97M-V/def2-TZVPD",
  "species": ["P", "P", "C", "C", "C", "C", "C", "H", "H", "H", "H", "H", "H", "H", "H"],
  "positions_angstrom": [[-1.563970, 0.463625, 0.414816], [-3.682029, 0.200862, 0.010375], [-1.064962, -1.144211, 0.182904], [1.461843, 0.536640, -0.035304], [1.399895, -0.870940, 0.242977], [0.271774, -1.618587, 0.267359], [2.453323, 1.335307, 0.353305], [-3.959057, 1.563860, 0.049086], [0.635907, 0.943537, -0.614690], [3.252115, 0.968199, 0.977615], [2.480486, 2.378855, 0.096512], [-3.529593, 0.230291, -1.382145], [2.350684, -1.364615, 0.401976], [0.380609, -2.691807, 0.372859], [-1.819913, -1.902095, 0.000088]],
  "forces_ev_per_a": [[0.4, -0.6, 0.1], [-0.4, -0.5, 0.0], [-1.0, 1.0, 0.0], [0.1, 0.5, -0.2], [-0.2, -0.7, 0.0], [1.1, -0.1, 0.1], [-0.1, -0.1, 0.0], [-0.2, 0.5, 0.1], [0.1, 0.1, 0.0], [0.2, -0.1, 0.1], [0.0, 0.2, -0.1], [-0.1, -0.1, -0.3], [0.0, -0.1, 0.0], [0.1, 0.0, 0.1], [0.0, -0.1, 0.0]],
  "nbo_charge": [0.38, -0.02, -0.59, -0.25, -0.17, -0.24, -0.35, -0.01, 0.21, 0.19, 0.20, 0.00, 0.21, 0.21, 0.22],
  "orbital_gap_ev": 7.39,
  "relative_energy_kcal_mol": 19.7,
  "e_tot_ev": -23889.7169
}

=====

# 4
{
  "formula": "C5H8S",
  "method": "ωB97M-V/def2-TZVPD",
  "species": ["S", "C", "C", "C", "C", "C", "H", "H", "H", "H", "H", "H", "H", "H"],
  "positions_angstrom": [[-0.184583, 1.088284, -2.635925], [0.727002, -1.107500, -1.093641], [0.241278, 0.694536, 1.342101], [0.179861, 0.276014, -1.198472], [-0.871745, -0.159074, 1.072120], [-0.482433, 0.826328, 0.027003], [1.297245, -1.489747, -0.168205], [-1.749089, 0.364281, 1.517226], [-0.915810, -1.162975, 1.016129], [0.305810, 1.489406, 2.084069], [-1.076644, 1.774511, -0.029569], [1.299153, 0.423123, 1.176999], [-0.098155, -1.809584, -1.205980], [1.328110, -1.207602, -1.903856]],
  "forces_ev_per_a": [[1.1, -1.4, 1.6], [-0.3, -0.4, 2.4], [3.9, 0.8, 0.2], [-2.5, 1.9, -0.2], [-2.9, 3.8, 1.6], [0.5, 1.3, -1.0], [-0.9, 1.3, -1.1], [0.3, -1.4, 0.1], [0.1, -3.1, -0.5], [-0.9, 0.0, -0.2], [0.5, -1.3, -0.5], [-0.7, -0.7, 0.2], [-0.2, 0.0, -0.1], [2.0, -0.8, -2.4]],
  "nbo_charge": [-0.04, -0.71, -0.40, 0.02, -0.41, -0.30, 0.23, 0.23, 0.22, 0.23, 0.24, 0.21, 0.25, 0.24],
  "orbital_gap_ev": 8.38,
  "relative_energy_kcal_mol": 47.2,
  "e_tot_ev": -16147.5919
}

=====

# 5
{
  "formula": "C5H8S",
  "method": "ωB97M-V/def2-TZVPD",
  "species": ["S", "C", "C", "C", "C", "C", "H", "H", "H", "H", "H", "H", "H", "H"],
  "positions_angstrom": [[-0.622919, -1.104009, 1.128178], [-0.563106, -0.574936, -1.293403], [1.631938, 0.865150, 1.217237], [-0.789356, 0.804316, -0.635972], [-0.670947, 0.692411, 0.985967], [-0.007046, -1.571186, -0.534298], [0.399920, -2.570304, -0.735596], [0.007009, 1.381850, -1.091170], [1.484542, 1.959445, 0.898137], [-0.655213, -0.455159, -2.301757], [-1.925009, -1.380697, 0.767619], [1.924310, 0.181995, 0.591480], [-1.700215, 1.317039, -1.049840], [1.486091, 0.454085, 2.053418]],
  "forces_ev_per_a": [[0.2, 0.5, 0.0], [1.9, 0.0, 3.0], [-4.9, 6.8, -4.2], [-0.7, -1.3, 0.9], [2.3, -0.3, -1.7], [-2.3, 1.4, -0.8], [-0.4, 0.6, -0.1], [0.4, 0.4, 0.2], [0.8, -2.0, 1.1], [0.2, -0.7, -2.9], [0.5, 0.0, 0.5], [2.1, -3.2, -4.2], [0.3, -0.6, 0.8], [-0.5, -1.8, 7.4]],
  "nbo_charge": [0.54, -0.12, -0.58, -0.55, -0.41, -0.43, 0.25, 0.23, 0.22, 0.21, 0.09, 0.16, 0.22, 0.17],
  "orbital_gap_ev": [7.88, 7.88],
  "relative_energy_kcal_mol": 182.0,
  "e_tot_ev": -16141.7463
}

=====

# 6
{
  "formula": "C5H8S",
  "method": "ωB97M-V/def2-TZVPD",
  "species": ["S", "C", "C", "C", "C", "C", "H", "H", "H", "H", "H", "H", "H", "H"],
  "positions_angstrom": [[-1.653393, 0.823273, -0.892280], [-0.034919, 0.387487, -0.653362], [-0.608928, -0.201947, -1.850071], [0.333769, -0.467544, 0.541297], [1.904115, -0.896734, 2.451179], [1.523085, -0.374204, 1.091679], [-0.183950, 0.272981, -2.725775], [-0.435398, -1.090030, 0.966572], [2.367922, 0.172838, 0.624452], [2.039402, -0.105961, 3.199694], [2.811320, -1.512291, 2.459864], [-0.597069, -1.282176, -1.868600], [0.669197, 1.167931, -0.783170], [1.080124, -1.478000, 2.919101]],
  "forces_ev_per_a": [[-3.2, 0.7, 0.0], [2.6, -1.2, 2.4], [1.2, -0.4, -1.4], [-0.3, 0.8, -1.0], [-0.8, -0.8, 0.7], [1.7, 0.3, 1.0], [-0.4, -0.2, -0.4], [-0.3, 0.0, 0.2], [-0.9, 0.0, 0.0], [0.3, 0.2, -0.5], [-0.2, 0.1, -0.1], [-0.7, -0.1, 0.0], [0.7, 0.7, -0.3], [0.4, 0.0, -0.5]],
  "nbo_charge": [0.20, -0.38, -0.51, -0.20, -0.64, -0.17, 0.22, 0.21, 0.19, 0.22, 0.22, 0.23, 0.22, 0.21],
  "orbital_gap_ev": 9.92,
  "relative_energy_kcal_mol": 29.5,
  "e_tot_ev": -16148.3565
}

=====

# 7
{
  "formula": "C5H8S",
  "method": "ωB97M-V/def2-TZVPD",
  "species": ["S", "C", "C", "C", "C", "C", "H", "H", "H", "H", "H", "H", "H", "H"],
  "positions_angstrom": [[1.526859, 0.658895, 0.905254], [-0.341821, -1.500822, 0.372305], [1.494023, 0.930561, -0.910592], [-1.201400, 0.778952, 0.819570], [-2.182623, 1.451051, 0.674005], [-0.010100, -0.234561, 1.064560], [-0.697764, -1.291949, -0.577007], [2.340585, 1.402683, -1.233609], [-0.122251, -0.526662, 2.189677], [-2.779468, 2.044773, 0.049084], [0.679560, -2.077855, 0.141646], [0.568181, 1.503816, -1.047855], [-1.025565, -2.091475, 0.941171], [1.530429, -0.009624, -1.445057]],
  "forces_ev_per_a": [[0.8, -0.4, -0.7], [4.0, -1.7, -0.8], [-2.4, -1.2, 1.5], [2.2, -2.3, 1.0], [0.5, 0.1, -0.9], [-3.1, 2.1, 3.1], [-1.1, 0.2, -1.9], [2.1, 1.8, -0.4], [0.6, 1.0, -1.7], [-0.9, 0.6, 0.2], [-2.2, 0.8, 0.9], [0.4, -0.2, -0.6], [-0.3, -0.4, 0.2], [-0.5, -0.3, 0.0]],
  "nbo_charge": [0.24, -0.61, -0.73, -0.01, -0.28, -0.43, 0.21, 0.23, 0.26, 0.23, 0.21, 0.23, 0.23, 0.21],
  "orbital_gap_ev": 9.69,
  "relative_energy_kcal_mol": 63.7,
  "e_tot_ev": -16146.8736
}

=====

# 8
{
  "formula": "C5H8S",
  "method": "ωB97M-V/def2-TZVPD",
  "species": ["S", "C", "C", "C", "C", "C", "H", "H", "H", "H", "H", "H", "H", "H"],
  "positions_angstrom": [[1.059518, 0.534286, 1.058918], [-0.679088, 0.552568, 0.472965], [0.320836, -1.591623, -0.217341], [1.492082, -1.154934, 0.311886], [-1.591677, 1.502544, 0.713923], [-0.813521, -0.636278, -0.396942], [0.167461, -2.503113, -0.652246], [-0.566435, -0.202263, -1.426348], [2.286671, 1.538751, -1.037718], [1.968375, 0.698366, -0.879968], [-1.886259, -1.044889, -0.236918], [2.365567, -1.625126, 0.743832], [-1.509832, 2.432293, 1.319386], [-2.613701, 1.499417, 0.226565]],
  "forces_ev_per_a": [[-0.8, -0.9, 0.9], [1.4, 0.8, 1.2], [1.8, 1.7, 1.0], [-3.7, 1.7, 1.3], [-1.1, 0.7, -0.3], [-1.1, 0.4, -1.0], [0.0, -2.5, -0.9], [-1.2, -0.8, 0.7], [-1.0, -3.3, -0.1], [1.7, 3.8, -1.4], [1.9, 0.3, -0.9], [0.0, -0.1, -0.6], [0.6, -1.0, -0.4], [1.3, -0.6, 0.5]],
  "nbo_charge": [0.20, -0.10, -0.17, -0.32, -0.46, -0.51, 0.21, 0.26, 0.00, -0.03, 0.25, 0.25, 0.22, 0.21],
  "orbital_gap_ev": 8.77,
  "relative_energy_kcal_mol": 84.0,
  "e_tot_ev": -16145.9941
}

=====

# 9
{
  "formula": "C5H8S",
  "method": "ωB97M-V/def2-TZVPD",
  "species": ["S", "C", "C", "C", "C", "C", "H", "H", "H", "H", "H", "H", "H", "H"],
  "positions_angstrom": [[-1.847324, -0.213416, -0.398148], [-0.592447, -1.343798, 0.287370], [-1.072528, 1.285342, 0.176562], [0.387367, 1.377142, -0.150796], [0.813460, -1.101986, -0.255163], [1.235932, 0.348381, -0.181311], [-0.690687, -1.404437, 1.365785], [-1.281924, 1.451762, 1.264018], [-0.802932, -2.371413, -0.033274], [0.778795, 2.384274, -0.291859], [0.845105, -1.353152, -1.310863], [1.492687, -1.772321, 0.276078], [2.290454, 0.542946, -0.380690], [-1.555959, 2.170671, -0.367714]],
  "forces_ev_per_a": [[0.1, -0.7, 0.0], [-0.1, -1.0, -0.8], [-0.7, 2.0, -0.4], [0.6, -0.2, 0.8], [-0.3, 0.9, 0.9], [0.0, 0.0, -0.7], [0.3, 0.5, 0.3], [0.3, -0.1, -0.8], [-0.6, 0.2, -0.1], [0.0, -0.1, 0.2], [0.0, -0.3, -0.2], [0.2, 0.1, 0.0], [-0.2, 0.0, 0.0], [0.3, -1.3, 0.8]],
  "nbo_charge": [0.21, -0.53, -0.60, -0.21, -0.45, -0.17, 0.21, 0.23, 0.23, 0.21, 0.22, 0.22, 0.20, 0.24],
  "orbital_gap_ev": 9.52,
  "relative_energy_kcal_mol": 9.0,
  "e_tot_ev": -16149.2452
}

=====

# 10
{
  "formula": "C5H8S",
  "method": "ωB97M-V/def2-TZVPD",
  "species": ["S", "C", "C", "C", "C", "C", "H", "H", "H", "H", "H", "H", "H", "H"],
  "positions_angstrom": [[-2.626541, -0.649497, -0.382721], [1.924441, -0.994371, -0.359876], [-1.460282, 0.240935, 0.826832], [0.299628, 1.427986, -0.427013], [-0.004781, 0.369954, 0.380747], [0.919417, -0.787672, 0.409057], [2.489551, -1.970481, -0.180919], [1.254649, 1.537955, -0.958517], [-1.818912, 1.229698, 1.082024], [2.249334, -0.413640, -1.243915], [-1.867764, -0.350390, -1.448482], [-1.527373, -0.363251, 1.693632], [0.672270, -1.495981, 1.156168], [-0.503631, 2.218760, -0.547016]],
  "forces_ev_per_a": [[1.2, 0.7, 0.5], [3.3, -2.4, -2.0], [0.6, -0.1, -0.6], [-1.4, 0.1, 1.1], [-0.3, 1.0, -2.9], [-2.6, 1.5, 1.7], [-0.6, 1.6, -0.4], [-0.5, 0.1, 0.5], [-0.4, 0.1, -0.2], [-0.3, -0.2, 0.8], [-0.2, 0.0, 0.0], [-0.1, -0.6, 1.0], [0.0, -0.8, 0.7], [1.3, -0.9, 0.0]],
  "nbo_charge": [-0.07, -0.36, -0.50, -0.36, -0.05, -0.23, 0.20, 0.20, 0.22, 0.20, 0.13, 0.21, 0.20, 0.20],
  "orbital_gap_ev": 9.55,
  "relative_energy_kcal_mol": 36.7,
  "e_tot_ev": -16148.0445
}

=====

# 11
{
  "formula": "C5H8S2",
  "method": "ωB97M-V/def2-TZVPD",
  "species": ["S", "S", "C", "C", "C", "C", "C", "H", "H", "H", "H", "H", "H", "H", "H"],
  "positions_angstrom": [[-1.981363, 1.635125, -0.446553], [-2.635730, -0.880848, 0.822212], [0.996600, 0.342813, -0.122687], [-0.173832, -1.631832, -1.183858], [1.066899, 0.567383, 1.411721], [-0.204588, -0.522785, -0.453038], [-1.564355, -0.045271, -0.076816], [1.923207, 1.153419, 1.714994], [0.771427, -2.193807, -1.430423], [0.869347, 1.286858, -0.572319], [-1.101887, -2.226452, -1.364078], [1.900827, -0.127289, -0.530546], [0.133839, 1.126604, 1.708379], [-1.121288, 1.890628, -1.450204], [1.120899, -0.374549, 1.973215]],
  "forces_ev_per_a": [[-0.1, -0.2, -0.1], [0.3, 0.1, -0.3], [-0.1, -1.5, 1.4], [0.4, -2.1, 0.2], [-1.0, 0.1, -0.1], [-0.2, 0.1, -0.9], [-0.1, 0.7, 0.6], [0.2, 0.3, -0.1], [-0.9, 1.1, 0.0], [0.0, 1.2, -0.7], [0.8, 0.8, 0.1], [-0.2, 0.1, 0.2], [1.0, -0.6, 0.0], [0.1, -0.2, 0.1], [-0.2, 0.2, -0.2]],
  "nbo_charge": [0.10, 0.06, -0.42, -0.34, -0.61, -0.10, -0.29, 0.21, 0.21, 0.21, 0.22, 0.22, 0.21, 0.12, 0.21],
  "orbital_gap_ev": 8.31,
  "relative_energy_kcal_mol": 26.3,
  "e_tot_ev": -26984.0164
}

=====

# 12
{
  "formula": "C5H8S2",
  "method": "ωB97M-V/def2-TZVPD",
  "species": ["S", "S", "C", "C", "C", "C", "C", "H", "H", "H", "H", "H", "H", "H", "H"],
  "positions_angstrom": [[2.037671, -2.368536, -0.071840], [2.193950, 0.460686, -0.423206], [-1.688637, -0.838193, -0.993261], [1.204616, 1.846103, 0.045139], [-1.194693, -0.445085, 0.568277], [0.097699, -0.709004, 0.991991], [1.260776, -1.038992, 0.091865], [-0.684608, -0.906411, -1.572462], [-2.177899, -0.357596, 1.253074], [-2.509710, -0.055191, -1.480262], [-2.126716, -1.939590, -1.137540], [1.776438, 2.806132, -0.277703], [0.286649, -0.835349, 1.967175], [1.344196, 2.205728, 1.214518], [0.180272, 2.175303, -0.175771]],
  "forces_ev_per_a": [[0.9, -2.9, -0.5], [-1.3, -0.9, -0.3], [0.5, 0.5, 0.0], [1.4, 5.0, 3.3], [-1.5, -2.5, -1.1], [-3.7, 0.2, -4.9], [-0.5, 4.3, 1.2], [-1.9, 0.5, 0.5], [2.9, 0.1, -1.1], [2.5, -2.0, 1.3], [0.8, 2.4, 1.0], [-0.5, -1.8, -0.3], [0.8, 0.0, 3.6], [-0.6, -1.7, -2.4], [0.1, -1.4, -0.5]],
  "nbo_charge": [0.13, 0.32, -0.68, -0.86, -0.14, -0.29, -0.33, 0.22, 0.22, 0.23, 0.24, 0.25, 0.23, 0.22, 0.25],
  "orbital_gap_ev": 8.52,
  "relative_energy_kcal_mol": 87.5,
  "e_tot_ev": -26981.3624
}